{
  "formula": "C32H27Br2N5O3S2Ti",
  "method": "the ωB97M-V functional and the def2-TZVPD basis",
  "gap_ev": 5.533,
  "e_homo_ev": -5.8,
  "species": ["C", "N", "C", "S", "H", "C", "H", "C", "H", "H", "C", "C", "H", "C", "C", "N", "C", "H", "H", "N", "C", "C", "C", "O", "C", "H", "C", "S", "C", "N", "H", "H", "C", "H", "H", "Br", "H", "H", "C", "H", "H", "H", "H", "C", "H", "C", "H", "C", "C", "C", "Ti", "H", "H", "C", "H", "C", "C", "C", "H", "H", "Br", "C", "N", "O", "C", "C", "C", "H", "C", "H", "C", "O"],
  "xyz": [[-3.69, -2.89, -1.39], [-4.14, -2.17, -3.60], [1.77, 4.72, -0.25], [1.18, 1.25, 1.75], [2.57, 5.81, 2.86], [3.14, -3.07, -2.10], [1.18, 2.70, -0.73], [-1.89, 1.61, 4.35], [-5.64, -2.53, -2.25], [3.92, -2.45, -3.89], [-0.62, 0.35, -1.71], [-2.83, 1.33, -2.06], [-1.75, -1.81, 1.41], [2.68, -1.86, 0.72], [1.98, 3.81, 2.37], [2.44, -1.31, -0.53], [1.74, -2.14, 3.01], [4.82, -1.65, 0.63], [-2.37, -0.07, -0.52], [3.23, -1.78, -1.60], [-1.88, -2.44, -2.86], [-1.44, 2.09, 1.64], [-0.67, -2.13, 3.22], [0.02, -2.32, -4.26], [-4.57, -2.53, -2.40], [3.59, -4.12, -3.73], [0.63, -2.23, 3.80], [2.42, -4.34, -1.31], [-1.97, 0.49, -1.37], [3.77, -3.24, -3.28], [-1.24, 2.28, 0.60], [-3.87, 1.41, -1.79], [-2.34, 2.05, -3.13], [-1.57, -2.20, 3.82], [-1.63, -3.14, -0.83], [-4.38, -3.41, 0.31], [-2.51, -1.83, -4.82], [1.68, 5.08, -1.26], [-0.42, -2.29, -3.14], [0.74, -2.38, 4.86], [0.87, 1.03, -3.11], [0.16, 0.97, 4.42], [4.22, -2.31, 2.16], [-2.92, 2.09, 3.54], [-2.07, 1.43, 5.40], [-0.17, 1.11, -2.80], [-0.63, 2.54, -4.34], [1.61, -1.95, 1.60], [2.27, 5.13, 2.07], [-2.68, 2.33, 2.19], [0.51, -1.02, -0.70], [-3.90, 2.26, 3.96], [4.24, -3.32, 0.72], [2.16, 5.59, 0.76], [3.41, -1.06, -2.28], [-2.33, -2.85, -1.60], [-0.64, 1.36, 3.81], [-2.83, -2.14, -3.83], [-3.48, 2.72, 1.57], [2.38, 6.62, 0.53], [-3.51, 3.19, -4.11], [4.07, -2.31, 1.08], [0.30, -1.84, 1.05], [0.32, -2.13, -2.07], [1.48, 3.40, 0.05], [-1.01, 1.96, -3.50], [1.59, 2.96, 1.36], [2.07, 3.45, 3.39], [-0.43, 1.59, 2.46], [2.72, -2.20, 3.45], [-0.78, -1.91, 1.88], [0.91, 0.67, 0.38]],
  "lowdin_charge": [-0.654, 0.089, -0.058, 1.144, 0.108, -0.893, 0.100, -0.067, 0.104, 0.098, -0.239, -0.129, 0.087, -0.358, -0.076, -0.137, -0.041, 0.079, 0.103, -0.016, -0.109, -0.059, -0.103, 0.122, -0.178, 0.083, -0.098, 0.674, -0.127, 0.078, 0.109, 0.103, -0.687, 0.095, 0.114, 0.747, 0.129, 0.110, -0.524, 0.097, 0.108, 0.113, 0.061, -0.063, 0.110, -0.101, 0.100, -0.278, -0.071, -0.054, 1.054, 0.108, 0.059, -0.072, 0.132, -0.064, -0.082, -0.062, 0.112, 0.107, 0.718, -0.041, -0.080, -0.197, -0.059, -0.125, -0.352, 0.115, -0.362, 0.099, -0.163, -0.588]
}

=====

{
  "formula": "C4H6INO",
  "method": "the ωB97M-V functional and the def2-TZVPD basis",
  "gap_ev": [7.691, 7.657],
  "e_homo_ev": [-7.6, -7.6],
  "species": ["I", "H", "H", "C", "O", "H", "N", "C", "H", "H", "C", "C", "H"],
  "xyz": [[1.62, 1.70, -0.34], [-1.20, -1.04, 0.50], [1.01, -1.67, -1.74], [0.45, -1.80, -0.77], [-2.50, 1.27, 1.91], [-0.38, -2.62, -0.86], [-1.35, 3.20, 1.20], [-1.71, 1.98, 1.43], [-0.35, 3.21, 0.88], [-1.89, 3.97, 1.20], [-0.01, 0.51, 0.19], [-0.34, -0.75, -0.04], [1.21, -2.08, -0.16]],
  "lowdin_charge": [0.745, 0.068, 0.089, -0.123, 0.140, 0.101, 0.174, -0.340, 0.035, 0.085, -0.656, -0.342, 0.024]
}

=====

{
  "formula": "C3H12NO4",
  "method": "the ωB97M-V functional and the def2-TZVPD basis",
  "total_charge": 1,
  "gap_ev": 11.715,
  "e_homo_ev": -14.7,
  "species": ["H", "H", "O", "H", "H", "N", "C", "O", "H", "H", "H", "O", "C", "H", "H", "C", "H", "O", "H", "H"],
  "xyz": [[-0.87, -1.99, -1.98], [-1.79, -1.89, -0.56], [0.45, 2.52, -0.61], [-0.65, -0.05, 1.18], [-0.43, 2.78, -0.34], [0.28, -0.23, 0.78], [-1.44, -0.02, -1.45], [-1.70, 0.82, -0.63], [3.00, -0.09, 3.32], [0.76, 3.28, -1.12], [0.66, 0.58, 0.30], [2.08, -0.04, 3.02], [-0.94, -1.40, -1.05], [1.17, -1.23, -0.76], [1.65, 0.32, 3.80], [0.29, -1.48, -0.19], [-2.08, 0.89, -2.97], [-1.48, 0.15, -2.77], [0.18, -2.36, 0.45], [0.85, -0.56, 1.58]],
  "lowdin_charge": [0.145, 0.141, -0.047, 0.154, 0.040, 0.187, -0.515, 0.090, 0.065, 0.064, 0.117, -0.038, -0.094, 0.143, 0.058, -0.056, 0.146, 0.153, 0.141, 0.107]
}

=====

{
  "formula": "C20H22FN3O4",
  "method": "the ωB97M-V functional and the def2-TZVPD basis",
  "gap_ev": 9.147,
  "e_homo_ev": -8.6,
  "smiles": "O=C(NCCCC[C@H]1CN=C(c2c(O)cccc2F)N1)c1cccc(O)c1O",
  "species": ["C", "H", "H", "C", "H", "H", "C", "H", "H", "H", "C", "H", "H", "H", "C", "C", "N", "N", "C", "H", "C", "C", "C", "O", "F", "C", "H", "O", "C", "C", "H", "H", "C", "O", "C", "H", "H", "C", "C", "C", "C", "H", "H", "C", "H", "H", "H", "N", "O", "H"],
  "xyz": [[-0.66, 5.38, 1.28], [-1.41, -5.50, 0.72], [1.09, 0.82, 0.25], [1.03, -0.55, -2.27], [2.23, -4.96, 4.54], [0.18, 1.12, -3.33], [-0.07, -1.57, -2.63], [-1.33, 0.68, -1.47], [1.77, -3.64, -1.07], [-0.37, -1.36, -3.66], [-0.92, 4.76, 0.04], [-0.49, -3.63, -2.81], [1.92, -0.73, -2.88], [-1.90, 8.54, 0.70], [0.62, 0.90, -2.38], [-1.65, 7.47, 0.54], [0.77, -3.37, -1.17], [-0.07, 2.55, 0.70], [0.03, 1.16, 0.15], [-2.32, 7.47, -1.50], [1.68, -3.36, 1.63], [1.78, -4.71, 3.57], [2.28, -3.61, 2.83], [-0.98, -6.00, 1.46], [-2.15, 4.95, -2.03], [-1.87, 6.87, -0.70], [1.36, -0.72, -1.21], [-1.26, -3.88, -0.27], [-0.56, 3.35, -0.22], [0.71, -5.51, 3.11], [2.04, -2.50, 1.06], [-1.45, 2.99, -2.03], [0.36, -3.00, -2.52], [-0.08, 4.67, 2.27], [-1.64, 5.52, -0.94], [-0.91, -1.48, -1.96], [-0.10, 3.73, 1.98], [0.61, -4.14, 1.14], [0.08, -5.21, 1.91], [-0.43, 1.27, -1.31], [-1.04, 6.70, 1.54], [3.11, -3.01, 3.20], [-0.64, -6.74, 3.53], [-0.03, -3.78, -0.12], [1.19, -3.21, -3.17], [-0.59, 0.47, 0.74], [1.52, 1.54, -2.25], [-0.74, 2.65, -1.40], [0.25, -6.54, 3.86], [-0.93, 7.13, 2.56]],
  "lowdin_charge": [-0.263, 0.104, 0.117, -0.209, 0.119, 0.102, -0.190, 0.140, 0.157, 0.123, -0.001, 0.126, 0.113, 0.120, -0.157, -0.073, 0.071, 0.063, -0.111, 0.115, -0.056, 0.013, -0.081, 0.052, 0.081, -0.040, 0.101, 0.044, -0.248, -0.255, 0.107, 0.131, -0.192, 0.057, -0.214, 0.108, 0.052, -0.082, -0.161, -0.314, -0.017, 0.107, 0.117, -0.413, 0.119, 0.117, 0.132, 0.075, 0.069, 0.128]
}

=====

{
  "formula": "C24H21ClDyN2P",
  "method": "the ωB97M-V functional and the def2-TZVPD basis",
  "total_charge": 2,
  "s_squared": 9.35,
  "gap_ev": [6.034, 6.226],
  "e_homo_ev": [-14.7, -14.7],
  "spin_multiplicity": 6,
  "species": ["H", "H", "P", "C", "H", "H", "C", "C", "C", "H", "H", "C", "C", "H", "N", "H", "Cl", "C", "H", "H", "C", "H", "C", "C", "C", "C", "C", "C", "C", "C", "H", "H", "C", "C", "C", "C", "H", "C", "Dy", "N", "C", "H", "C", "H", "H", "H", "H", "C", "H", "H"],
  "xyz": [[-0.20, -1.81, -4.72], [-4.46, -2.48, -4.91], [0.01, -0.09, -2.30], [-3.77, -1.33, -3.22], [-4.76, -1.22, -2.78], [-1.91, 1.54, -3.93], [3.02, -0.34, -5.09], [1.18, -1.17, 3.73], [-1.20, -1.66, -4.31], [2.52, -1.19, -1.32], [-0.12, -6.42, -6.00], [2.66, -0.96, -2.38], [-0.01, -0.34, 5.73], [1.11, 4.70, -1.52], [0.00, 0.12, 6.81], [0.96, 0.32, -5.07], [0.07, 2.19, 1.80], [4.08, -0.86, -4.34], [-2.81, -0.19, -1.66], [3.16, -0.11, -6.15], [-0.22, 1.73, -2.59], [2.03, -1.98, 1.91], [-2.66, -0.76, -2.59], [-1.23, -1.11, 3.73], [0.45, 4.02, -2.06], [-1.23, -1.54, 2.42], [-0.02, -0.90, 4.39], [-1.24, 2.24, -3.41], [1.59, -0.44, -3.13], [1.78, -0.12, -4.48], [-2.12, -1.88, 1.91], [5.05, -1.04, -4.81], [-3.59, -2.05, -4.41], [-1.42, 3.62, -3.56], [-2.31, -2.21, -4.95], [1.16, -1.60, 2.42], [-0.69, 5.58, -3.01], [3.90, -1.15, -2.98], [-0.09, 0.17, 0.48], [-0.03, -1.61, 1.71], [-0.56, 4.51, -2.89], [2.13, -0.94, 4.22], [-1.38, -0.89, -3.15], [-2.17, -0.84, 4.22], [0.63, -6.39, -5.97], [-2.21, 4.00, -4.20], [4.73, -1.53, -2.38], [0.63, 2.64, -1.92], [1.46, 2.27, -1.28], [-2.18, -2.78, -5.87]],
  "lowdin_spin": [0.000, 0.000, 0.001, 0.000, 0.000, 0.000, 0.000, -0.001, 0.001, 0.000, 0.000, 0.000, 0.000, 0.000, 0.002, 0.000, -0.014, 0.000, 0.000, 0.000, 0.000, 0.000, 0.001, -0.001, 0.000, -0.004, 0.002, 0.001, 0.003, 0.000, 0.000, 0.000, 0.001, -0.001, 0.000, -0.005, 0.000, 0.000, 5.029, -0.016, 0.000, 0.000, 0.001, 0.000, 0.000, 0.000, 0.000, -0.001, 0.000, 0.000]
}

=====

Relative energy (zero: lowest compared OMol25 entry of this formula, charge and spin) values (in kcal per mole) by entry order: 42.7 103.7 11.8 0.0 0.0.